Record 1
The following is a DFT calculation (ωB97M-V with the def2-TZVPD basis set) of a cluster of 11 separate species, C53H56F3IN4O36S2 in total in a non-equilibrium geometry.

CARTESIAN COORDINATES (ANGSTROEM)
I 4.03 -2.28 -3.00
S 0.34 1.98 -2.72
S 2.38 5.81 -1.88
F -0.62 -0.15 -3.91
F 1.17 0.64 -4.94
F -0.88 1.66 -5.15
O -0.48 4.81 9.02
O 6.19 -3.94 4.14
O -4.63 1.49 -2.91
O 0.94 4.05 10.60
O 0.55 2.03 0.69
O -8.73 -1.26 -4.49
O 4.42 -4.35 -6.55
O 4.92 2.32 4.82
O 6.25 3.44 -3.29
O 5.42 -10.14 -4.41
O -11.35 0.85 -2.61
O -2.27 5.80 6.40
O 4.72 -3.22 2.57
O 6.21 -4.86 2.09
O -1.01 0.87 7.08
O -0.21 0.01 5.15
O 1.03 3.20 8.52
O -6.08 1.73 -4.61
O 3.96 -5.75 -4.83
O 3.57 2.02 6.59
O -6.72 0.63 -2.74
O -4.04 4.44 6.73
O 5.90 2.79 -0.21
O -1.81 1.59 5.12
O 3.61 4.00 5.51
O 5.49 -10.10 -6.65
O -0.74 1.60 -1.81
O 2.29 -4.95 -6.13
O -7.85 -1.38 -6.57
O -9.77 -2.44 -6.12
O -4.05 6.54 7.55
O -13.46 0.75 -3.39
O -11.72 0.93 -4.82
O 0.16 3.40 -3.05
O 6.43 -11.82 -5.53
O 7.02 -0.14 -0.86
N -1.04 1.16 2.09
N 7.34 4.05 1.42
N 6.66 2.22 -1.26
N 2.98 3.56 -3.47
C 4.49 2.04 -2.18
C -4.88 0.78 1.78
C -2.08 7.20 6.58
C -9.59 -2.50 -7.53
C 2.00 1.54 -2.16
C 4.61 -9.06 -6.26
C 4.99 3.33 3.82
C -8.13 -2.20 -7.69
C 4.75 0.83 -1.32
C -3.50 5.50 6.88
C 4.97 -8.85 -4.81
C 4.00 2.71 5.73
C 3.74 -3.86 -0.42
C 6.30 0.78 -1.08
C -2.47 -0.11 0.31
C -5.89 1.23 -3.36
C 3.59 -5.08 -5.75
C 2.24 -3.91 -7.10
C 7.36 -5.34 2.76
C -1.83 2.00 7.37
C -3.89 2.00 -4.01
C 7.05 -5.07 4.21
C 4.49 -2.52 -0.87
C -12.29 0.83 -3.59
C -10.07 0.73 -3.24
C 4.01 -1.25 0.02
C 3.65 -0.02 -0.86
C 0.02 1.02 -4.32
C -8.78 -1.65 -5.62
C 2.28 0.37 -1.28
C 0.41 4.09 9.35
C 2.93 4.58 -2.76
C 5.84 -10.79 -5.53
C -5.03 -0.09 0.60
C 5.62 -3.94 2.90
C -3.02 7.52 7.70
C -4.96 2.56 -4.91
C 2.16 2.70 9.22
C -3.53 1.16 2.20
C 1.81 2.92 10.66
C 3.64 -3.89 -7.65
C -0.94 0.75 5.73
C 3.14 2.39 -2.62
C -3.82 -0.50 -0.13
C 6.73 3.33 0.74
C 1.09 -0.54 -0.74
C 4.49 4.55 4.54
C 5.88 2.71 -2.43
C -2.30 0.72 1.51
C 0.09 1.01 1.17
C -10.34 1.24 -4.63
C 0.80 -0.35 0.81
C -2.66 2.14 6.13
H 6.51 -5.90 4.68
H 2.68 3.13 11.28
H 7.52 -6.40 2.56
H -10.23 -1.75 -8.00
H 3.77 -4.58 -8.49
H -4.69 2.48 -5.97
H -2.43 1.84 8.26
H 4.41 -4.52 0.21
H 2.84 -3.65 0.23
H 4.77 -8.16 -6.86
H -2.56 7.39 8.68
H 4.11 -8.53 -4.21
H 3.58 -9.39 -6.39
H -5.21 3.59 -4.68
H -0.83 0.55 2.90
H 3.96 5.23 3.88
H 4.34 3.04 2.98
H -5.73 1.15 2.40
H -3.43 8.53 7.63
H -7.51 -3.10 -7.64
H -10.21 2.32 -4.71
H -2.34 7.71 5.65
H -9.32 1.32 -2.72
H 0.12 -1.21 1.10
H -1.04 7.42 6.82
H -9.72 0.75 -5.38
H 1.97 -2.97 -6.60
H 1.50 -4.13 -7.86
H 6.00 3.44 3.45
H -9.86 -3.49 -7.91
H 8.24 -4.78 2.41
H -2.92 3.17 5.92
H -1.18 2.87 7.53
H 5.29 5.09 5.04
H 3.18 -1.63 0.66
H -1.59 -0.45 -0.28
H -3.42 1.80 3.11
H 5.78 -8.13 -4.68
H -3.33 1.19 -4.48
H 7.94 -4.85 4.79
H 3.96 -2.89 -7.95
H 3.34 -4.44 -1.30
H -6.05 -0.40 0.29
H 2.34 1.66 8.98
H -9.77 -0.32 -3.23
H -3.19 2.77 -3.68
H 3.04 3.28 8.91
H 4.92 -0.98 0.63
H -7.91 -1.68 -8.62
H -3.95 -1.15 -1.02
H 0.19 -0.47 -1.38
H 1.49 -1.59 -0.85
H 5.60 -2.67 -0.80
H 1.70 -0.44 1.47
H 1.27 2.07 11.09
H -3.58 1.55 6.18

Summary:
Calculated total energy: -173454.4938 eV
HOMO energy: -8.046 eV
Kohn-Sham gap: 0.22830 Ha


Record 2
The following is a DFT calculation (ωB97M-V with the def2-TZVPD basis set) of a structure of composition C29H40BrNOPdSb2Si in a non-equilibrium geometry.

CARTESIAN COORDINATES (ANGSTROEM)
Sb -2.20 1.13 -1.89
Sb -1.28 1.21 1.57
Pd -0.49 -0.15 -0.43
Br 1.14 0.46 -3.44
Si 1.92 -4.01 1.28
O 1.80 -4.59 -4.09
N -0.03 -1.58 -1.97
C -4.09 3.00 -0.43
C -3.36 1.68 1.61
C -3.95 5.37 1.03
C 3.73 -3.58 1.31
C -4.34 5.40 -0.30
C -1.43 3.04 -2.35
C 5.18 1.19 1.17
C 4.92 1.99 0.06
C -4.16 1.75 -1.27
C 2.92 0.35 1.13
C 3.65 1.97 -0.51
C 1.44 -2.32 -3.71
C 0.80 -1.34 -2.98
C 1.13 -4.15 2.95
C -3.64 4.16 1.63
C 0.44 -3.91 -2.22
C 1.63 -5.58 0.33
C -2.57 0.33 -3.82
C 2.66 1.16 0.02
C -0.11 -2.86 -1.52
C 1.23 -3.64 -3.35
C 4.19 0.37 1.69
C -4.41 4.22 -1.02
C 1.85 -0.51 1.77
C -1.19 0.15 3.41
C -3.70 2.97 0.91
C -0.32 3.04 2.00
C 1.10 -2.45 0.49
C 0.96 -1.23 0.73
H 1.67 1.16 -0.44
H 6.16 1.20 1.62
H -3.03 -0.65 -3.76
H 5.69 2.62 -0.35
H 1.35 -3.30 3.60
H -4.68 0.93 -0.79
H 0.76 2.90 1.94
H 4.31 -4.49 1.14
H 2.18 -5.63 -0.61
H 0.04 -4.24 2.87
H 1.50 -5.05 3.44
H -4.60 6.34 -0.77
H -0.60 3.34 3.00
H -3.37 4.13 2.67
H 0.27 -4.92 -1.88
H -0.63 3.80 1.28
H 2.03 -6.37 0.97
H -2.08 3.52 -3.08
H 2.08 -2.07 -4.54
H -0.98 -3.07 -0.92
H -4.73 4.25 -2.05
H -3.26 1.02 -4.32
H -3.91 6.28 1.61
H -1.49 -0.88 3.27
H 4.40 -0.24 2.56
H -1.88 0.64 4.09
H -0.42 2.95 -2.75
H 2.34 -1.24 2.42
H 4.03 -3.18 2.28
H 3.44 2.59 -1.37
H 4.01 -2.85 0.55
H -1.41 3.64 -1.44
H -4.67 1.96 -2.21
H 1.22 0.10 2.41
H -1.64 0.28 -4.38
H -3.89 0.82 1.21
H 1.60 -5.48 -3.78
H 0.58 -5.82 0.18
H -0.19 0.19 3.85
H -3.61 1.75 2.67

Summary:
ΔE to the lowest compared entry with this formula, charge and spin: 48.1 kcal per mole
Charge: +2
Calculated total energy: -128719.3970 eV
HOMO energy: -13.570 eV
Kohn-Sham gap: 0.22878 Ha